Entry from OMol25: a molecular structure, C38H74Br6Hg2N4O4 at a distorted geometry (ωB97M-V/def2-TZVPD).

Structure (XYZ):
```
128
Properties=species:S:1:pos:R:3:forces:R:3:mulliken_charge:R:1
Hg 1.0502 2.0414 0.9550 0.6 0.5 0.4 1.8972
Hg -1.1761 -0.7897 -0.8198 1.4 0.7 1.0 2.8868
C 2.8209 -1.7940 -2.5520 -0.3 0.6 -0.1 -1.1777
C 1.2961 -1.7880 -2.2427 -0.4 -1.7 -1.2 0.8959
C 0.5446 -3.1601 -2.6181 1.7 -1.1 2.6 0.0442
C 0.9017 -4.2798 -1.5315 0.2 1.2 1.3 -1.0731
C 0.6517 -3.7258 -0.0896 -0.5 1.5 0.3 -0.7956
C 1.3943 -2.3323 0.2996 1.2 -5.2 1.3 0.9297
N 1.0747 -1.4698 -0.7955 -2.5 2.1 0.5 -0.1957
O 1.2352 -0.0863 -0.4194 1.0 0.1 -0.8 0.7474
C 2.9229 -2.8583 0.5729 -0.9 1.5 0.2 -1.6128
C 0.8106 -1.8816 1.6954 0.2 0.9 -1.3 -0.0470
C 0.6212 -0.7399 -3.1451 1.7 1.2 -0.1 -1.9861
H 3.4187 -2.3111 -1.8014 -0.2 0.1 -0.1 0.2989
H 3.0968 -0.7406 -2.5996 0.3 0.1 0.5 0.2226
H 3.1331 -2.1526 -3.5329 -0.6 -0.4 -0.1 0.3644
H 0.8445 -3.5583 -3.5874 -0.1 0.5 -0.1 -0.1256
H -0.5347 -3.0257 -2.5453 -0.1 0.2 -0.3 0.0107
H 1.9451 -4.5908 -1.4796 0.4 0.5 -0.7 0.3176
H 0.4472 -5.2647 -1.6392 -0.8 0.3 -0.3 0.5361
H 0.8117 -4.4370 0.7208 0.5 -0.2 -0.3 0.3175
H -0.3676 -3.3898 0.1010 -0.7 -0.4 -0.6 0.0251
H 3.2122 -3.7752 0.0594 0.0 0.6 -0.8 0.4833
H 3.0684 -3.1766 1.6052 -0.7 0.3 0.4 0.0774
H 3.5709 -1.9858 0.4894 0.5 -0.4 -0.5 0.1869
H -0.1109 -1.3529 1.4515 -0.4 0.1 0.3 -0.6273
H 1.4293 -1.1670 2.2381 0.2 0.2 -0.5 -0.2821
H 0.5995 -2.6310 2.4582 0.0 -0.7 -0.7 0.1930
H 1.1344 0.2062 -2.9734 -0.1 0.2 0.3 0.1227
H -0.4410 -0.4980 -3.1111 -0.4 -0.5 0.4 0.2530
H 0.8419 -0.9094 -4.1990 -0.1 -0.6 0.0 0.5620
C 5.5569 3.2377 0.3531 -0.1 -0.6 -0.1 -1.7035
C 4.3994 2.2075 0.2764 0.1 -0.3 -2.0 0.9481
C 4.9968 0.8144 -0.0325 0.6 -0.7 0.8 -1.0839
C 5.5754 0.0372 1.1572 -0.1 0.1 0.1 -1.1079
C 4.5713 0.0656 2.2933 -0.8 -0.1 -0.8 -0.7747
C 3.9655 1.4275 2.6079 1.4 1.8 1.2 1.5693
N 3.4514 2.1628 1.4467 -0.6 -1.9 -3.0 1.6769
O 2.7428 3.4381 1.6548 -0.1 -1.0 0.1 -0.8330
C 5.0558 2.3172 3.2685 -0.3 -0.7 0.6 -1.9148
C 2.8507 1.1909 3.6101 0.0 0.7 0.9 -1.8570
C 3.6506 2.4608 -1.1668 -0.2 0.9 2.8 -1.2499
H 5.7834 3.5066 -0.6787 -0.1 0.5 0.1 0.5441
H 6.4752 2.7437 0.6705 0.0 0.1 0.5 0.3345
H 5.3339 4.1046 0.9751 0.0 0.0 -0.2 0.2786
H 5.8289 0.9082 -0.7303 -0.2 0.4 -0.3 0.4440
H 4.2407 0.2236 -0.5496 -0.2 -0.2 0.2 -0.2029
H 6.5710 0.3947 1.4198 -0.1 0.7 0.4 0.5167
H 5.8590 -0.9835 0.9006 -0.6 -0.3 -0.3 0.5530
H 4.9210 -0.4091 3.2101 0.1 0.2 0.1 0.5127
H 3.6655 -0.4661 2.0017 0.1 -0.7 -0.3 -0.2622
H 5.1677 1.9670 4.2946 -0.3 0.5 0.4 0.5110
H 4.7017 3.3443 3.1801 0.4 0.1 0.4 0.3290
H 6.0758 2.1664 2.9151 -0.3 0.2 -0.7 0.3247
H 1.9656 0.7102 3.1935 0.0 -0.3 -0.2 0.0501
H 2.5148 2.0901 4.1266 0.0 0.4 -0.5 0.2990
H 3.2289 0.6105 4.4517 0.0 -0.5 -0.2 0.5183
H 4.1698 2.0705 -2.0421 0.3 0.0 0.4 0.3617
H 3.5534 3.5452 -1.2174 -0.4 0.0 -0.4 0.4431
H 2.6752 1.9847 -1.0660 -0.1 -0.1 -0.4 -0.2575
C -2.5927 3.5530 -1.4565 -1.5 -0.9 -0.1 -1.7597
C -1.2636 3.4847 -0.6514 -1.5 2.1 -2.0 2.6144
C -0.9307 4.9767 -0.4263 1.0 1.0 2.5 -1.5324
C -1.6333 5.6365 0.7364 -1.5 -1.3 -0.3 -0.7532
C -1.5294 4.8384 2.0223 0.3 -0.6 -1.3 -1.1251
C -1.9126 3.2998 1.8666 -0.4 -0.2 1.8 0.7337
N -1.3246 2.7277 0.6287 2.8 0.4 -0.6 -0.0885
O -1.4081 1.2783 0.4865 -0.6 -0.2 0.2 0.6279
C -3.4760 3.0761 1.9234 0.8 0.4 -0.4 -1.4259
C -1.2920 2.5672 3.1647 -1.6 0.0 -0.9 -1.8836
C -0.1898 2.9546 -1.5832 0.2 -0.6 0.5 -2.8543
H -3.3040 2.8438 -1.0331 -0.2 0.0 0.1 -0.0264
H -2.5978 3.3313 -2.5237 1.0 -0.7 -0.1 0.4751
H -3.1260 4.4972 -1.5680 0.3 0.4 1.1 0.4324
H -1.1169 5.7874 -1.1306 0.2 -1.2 -1.4 0.2173
H 0.0657 5.1565 -0.0226 1.0 -0.7 -0.9 0.2963
H -2.6921 5.6394 0.4778 -0.3 0.7 0.1 0.3438
H -1.2166 6.6432 0.7695 -0.4 0.1 0.6 0.4688
H -2.1917 5.4001 2.6810 0.3 -0.7 0.8 0.3697
H -0.4724 4.8342 2.2887 0.0 0.2 0.7 0.4689
H -3.7399 2.0316 1.7578 0.2 0.0 -0.3 -0.0965
H -3.9208 3.7263 1.1701 -0.2 -0.2 -0.2 0.3704
H -3.9590 3.3453 2.8627 0.5 0.2 0.2 0.5373
H -0.2798 2.7606 3.5200 0.2 0.4 -0.7 0.3135
H -1.4320 1.4898 3.0773 0.1 -0.1 -0.2 0.2362
H -1.9547 2.8650 3.9774 0.1 0.1 0.2 0.5699
H -0.3213 1.8880 -1.7649 0.3 -0.1 0.2 0.2231
H 0.7260 3.2081 -1.0493 0.7 -0.4 -0.3 0.5056
H -0.0970 3.4094 -2.5694 -0.4 0.5 0.2 0.5805
C -5.3174 -1.7683 -2.3443 0.9 -0.1 0.6 -1.4964
C -4.3544 -0.8642 -1.4766 -1.3 1.7 -1.8 1.6004
C -5.3136 0.2974 -0.9528 0.4 -0.7 0.6 -0.2863
C -6.0969 -0.0730 0.2951 0.5 -0.5 -0.4 -0.9253
C -5.1924 -0.7507 1.2957 0.3 0.2 1.2 -1.2449
C -4.2885 -1.9257 0.8509 0.2 -0.6 2.0 0.7887
N -3.5895 -1.5832 -0.4168 -0.2 -2.3 -1.5 1.4323
O -2.7178 -2.5466 -0.9261 -1.9 2.4 1.3 -0.6092
C -5.2027 -3.2221 0.8634 1.2 -0.1 -1.4 -1.6137
C -3.1536 -2.1957 1.9978 -1.4 1.2 -1.5 -1.5253
C -3.3918 -0.1177 -2.4720 -0.1 -0.5 0.0 -2.7579
H -5.9268 -2.4464 -1.7469 0.2 0.0 0.0 0.2523
H -4.7281 -2.3222 -3.0750 -0.2 -0.2 0.0 0.3871
H -6.0212 -1.0978 -2.8375 0.3 -0.2 -0.2 0.4096
H -6.0441 0.4880 -1.7391 0.5 0.3 -0.2 0.5607
H -4.7239 1.1903 -0.7452 0.0 0.0 -0.1 -0.5329
H -6.9109 -0.7685 0.0906 -0.1 0.0 -0.4 0.4047
H -6.5692 0.8007 0.7442 0.1 0.1 0.0 0.4292
H -5.9019 -1.0994 2.0462 0.4 -0.5 0.3 0.3858
H -4.5640 -0.0587 1.8563 0.1 0.4 -0.3 0.4306
H -5.5887 -3.4259 1.8622 0.2 0.3 -0.1 0.4566
H -4.6113 -4.0760 0.5331 0.2 -0.1 0.3 0.3598
H -6.0181 -3.2289 0.1401 -0.2 0.5 0.2 0.3331
H -2.4520 -2.9673 1.6808 -0.5 -0.5 0.4 0.3517
H -3.7608 -2.3042 2.8965 0.4 -0.8 0.1 0.6194
H -2.5408 -1.3202 2.2121 -0.1 0.4 -0.4 0.0649
H -3.9121 0.3342 -3.3165 -0.6 0.1 0.3 0.6275
H -2.6721 -0.7202 -3.0261 0.1 -0.6 0.3 0.3551
H -2.8733 0.7250 -2.0147 0.1 0.1 0.4 0.4265
C 0.3987 -4.2582 -8.4841 0.9 0.1 -0.1 -0.3713
Br 2.0024 -5.2272 -9.2257 -1.4 0.5 0.4 -0.0190
Br 0.6778 -4.0291 -6.5344 -0.5 -0.4 -0.8 0.1235
Br -1.3464 -4.9255 -9.0769 1.1 0.2 0.6 0.0108
H 0.4905 -3.2367 -8.8531 -0.1 -0.4 -0.1 0.3338
C 2.3905 -5.6250 4.0756 -0.1 -0.5 1.3 -0.2280
Br 2.4911 -5.9701 6.0683 -0.1 0.4 -1.3 -0.0549
Br 0.5234 -5.5215 3.5497 0.4 -0.2 0.0 -0.0073
Br 3.4023 -7.0290 3.1862 -0.5 0.8 0.1 0.0193
H 2.7953 -4.6284 3.8991 0.2 -0.5 0.0 0.2528
```
Forces are in eV/Å.

Calculated values
Molecular weight: 1531.6 g mol⁻¹
Kohn-Sham gap (spin up / spin down): 5.15 / 4.71 eV
Net charge: +1
E_HOMO (spin up / spin down): -9.3 / -9.3 eV
Spin multiplicity: 2

=====

Entry from OMol25: 6 unconnected molecules or ions with the total composition C38H75F13O16S2 at a distorted geometry (ωB97M-V/def2-TZVPD).

Structure (XYZ):
```
144
Properties=species:S:1:pos:R:3:forces:R:3:mulliken_charge:R:1
C -7.2850 0.2605 3.4596 0.0 0.0 -0.2 -0.9693
C -7.6891 -1.0111 2.7260 -0.2 0.7 0.2 -0.4341
O -7.3559 -0.9585 1.3435 0.3 -0.1 0.2 -0.1590
C -6.9988 -2.2415 0.8498 0.1 0.4 0.1 -0.3147
C -6.6989 -2.1233 -0.6396 -0.1 -0.6 0.8 -2.3585
C -5.2906 -1.6750 -1.0127 -0.1 -0.6 -1.5 0.7451
C -4.2270 -2.7738 -0.7099 -0.6 0.2 1.4 -0.3684
C -4.3947 -3.9728 -1.6332 1.1 1.1 -0.8 -0.3371
O -5.1854 -4.8308 -1.4344 -1.3 -1.2 0.6 -0.4789
O -5.3394 -1.7088 -2.4905 1.3 0.5 0.0 -0.6524
S -3.9986 -0.9817 -3.0295 -1.7 -0.1 -0.4 1.3947
O -2.8940 -1.8302 -3.3023 0.1 -0.6 1.3 -0.6338
O -4.4394 -0.2635 -4.1496 -0.4 1.6 -0.9 -0.7445
O -3.8038 -0.0452 -1.7499 1.5 -0.5 0.1 0.2332
C -4.8437 -0.1937 -0.7365 -1.6 -1.9 -0.8 1.8093
C -4.4007 -0.1671 0.7261 1.0 1.5 0.3 0.8896
C -2.9257 0.2336 0.9821 -0.3 -0.2 -0.1 -1.6479
C -2.2402 -0.6592 2.0103 -0.1 1.2 -1.2 0.7306
F -2.3522 -1.9380 1.5984 -0.1 -0.6 0.5 -0.2843
F -0.9303 -0.3521 1.9448 0.6 -0.1 0.3 -0.3772
C -2.7077 -0.3999 3.4900 0.2 -0.2 0.0 0.4887
F -3.6064 0.5924 3.4773 -0.8 0.1 0.0 -0.3301
F -1.6692 0.0629 4.1828 0.6 0.0 0.6 -0.3103
C -3.2584 -1.6678 4.2030 0.3 1.4 -0.2 0.5055
F -4.2933 -2.0822 3.4765 -0.7 -0.5 -0.1 -0.0564
F -2.2538 -2.5275 4.1768 0.4 -1.1 -0.3 -0.2823
C -3.5947 -1.4497 5.7086 0.0 -0.4 0.2 0.4907
F -2.4463 -1.5062 6.3456 1.1 -0.1 0.4 -0.3131
F -4.1004 -0.2682 5.9734 -0.8 1.0 -0.6 -0.2379
S -4.7320 -2.7396 6.5053 -0.2 -0.1 1.6 1.5009
F -4.2612 -3.8516 5.5022 0.0 -0.1 -0.6 -0.3197
F -3.5962 -3.1754 7.5096 0.3 -0.2 0.0 -0.3187
F -5.2048 -1.6730 7.5781 0.0 0.2 0.1 -0.3205
F -5.9378 -2.2951 5.5936 0.0 0.0 -0.7 -0.2896
F -5.6725 -3.7992 7.1864 -0.3 -0.1 -0.1 -0.3189
C -5.9308 0.7866 -1.2075 -0.2 0.8 0.6 -1.5318
C -5.7599 2.2563 -0.7546 -0.2 0.1 0.1 0.5630
C -6.4753 2.5880 0.5871 0.8 -0.3 -0.6 -1.6678
C -4.3079 2.7653 -0.7382 -0.7 0.8 0.0 -1.7009
H -7.3919 0.0973 4.5330 0.0 0.0 0.0 0.4002
H -6.2557 0.5492 3.2471 0.1 -0.1 0.1 0.0017
H -7.9181 1.1023 3.1831 0.0 0.0 0.0 0.3697
H -7.1997 -1.8606 3.2118 -0.1 -0.1 -0.1 0.3965
H -8.7786 -1.0883 2.8035 0.0 -0.5 0.1 0.2957
H -6.1362 -2.6030 1.4277 0.0 -0.1 -0.1 0.0615
H -7.8036 -2.9583 1.0457 -0.1 0.0 -0.2 0.7117
H -7.4787 -1.5187 -1.0964 0.2 0.2 -0.1 0.3988
H -6.8123 -3.1277 -1.0509 0.1 0.0 -0.1 0.5074
H -3.2107 -2.3854 -0.7082 0.0 0.0 -0.2 0.4076
H -4.4421 -3.1441 0.2965 0.3 -0.1 0.0 0.5273
H -3.7681 -4.0333 -2.5417 0.2 0.3 0.2 0.4413
H -5.0175 0.5651 1.2367 -0.1 0.0 0.0 -0.3505
H -4.5822 -1.0994 1.2487 -0.2 -0.3 -0.4 -0.6204
H -2.2910 0.1574 0.0991 -0.1 -0.2 -0.1 0.2940
H -2.8564 1.2750 1.2776 0.1 0.0 0.3 0.6667
H -6.9343 0.4808 -0.9160 0.1 -0.2 0.3 0.2538
H -5.9481 0.7957 -2.2951 0.2 -0.2 -0.1 0.5874
H -6.2877 2.8617 -1.4948 0.0 -0.2 -0.2 1.0035
H -6.8793 3.5974 0.5357 -0.1 0.0 0.2 0.4510
H -5.7258 2.5590 1.3812 -0.3 0.0 0.3 0.3291
H -7.2559 1.8548 0.7783 -0.1 0.2 0.2 0.3257
H -3.8983 2.6585 0.2655 0.3 -0.2 -0.2 0.0713
H -3.6691 2.3680 -1.5224 0.1 -0.2 0.2 0.2900
H -4.3538 3.8429 -0.9107 0.2 0.0 0.1 0.5786
C 2.0403 -0.2493 -5.4983 0.0 -0.1 -0.1 -0.6836
O 2.2555 -1.3260 -4.6009 -0.1 0.2 0.0 -0.4071
C 2.7652 -0.9038 -3.3435 0.0 -0.4 0.0 -0.3728
C 1.6756 -0.7993 -2.2957 0.0 0.4 0.1 -0.6954
O 0.7268 0.2071 -2.6142 0.0 0.0 -0.2 -0.1933
C -0.4514 -0.3105 -3.2224 0.3 0.2 0.0 -0.6350
H 1.3769 -0.6000 -6.2882 0.0 -0.1 0.0 0.2671
H 1.5740 0.6065 -5.0062 0.0 0.0 0.0 0.2706
H 2.9904 0.0620 -5.9471 0.0 0.1 0.0 0.2735
H 3.3015 0.0450 -3.4444 -0.1 0.0 0.0 0.3045
H 3.4876 -1.6615 -3.0227 0.0 0.0 0.0 0.3563
H 2.1354 -0.5145 -1.3438 0.0 0.0 0.0 0.3694
H 1.1801 -1.7648 -2.1518 0.0 0.0 -0.1 0.3470
H -1.1085 -0.7418 -2.4701 0.1 0.0 0.1 -0.0210
H -0.2185 -1.0685 -3.9727 0.0 0.0 0.0 0.3601
H -0.9633 0.5150 -3.7188 0.0 0.0 0.1 0.3961
C 5.1876 -3.1821 -5.7513 -0.1 0.0 0.1 -0.4308
O 6.2083 -2.8100 -4.8371 0.0 0.0 -0.2 -0.3081
C 7.4982 -3.2585 -5.2273 0.0 0.1 0.4 -0.6276
C 8.2963 -2.1663 -5.9086 0.1 -0.2 -0.3 -0.1254
O 7.7043 -1.7671 -7.1389 -0.2 0.1 0.2 -0.4321
C 6.9249 -0.5895 -7.0228 0.0 0.0 -0.1 -0.6989
H 4.3179 -2.5541 -5.5574 0.0 0.0 0.1 -0.0957
H 5.4950 -3.0417 -6.7898 0.1 0.0 0.0 0.3717
H 4.9079 -4.2292 -5.5931 0.0 0.0 -0.1 0.3078
H 7.4209 -4.1423 -5.8683 0.0 0.0 -0.1 0.3322
H 8.0233 -3.5535 -4.3133 0.0 0.0 0.0 0.3657
H 9.2903 -2.5566 -6.1444 0.0 0.0 0.1 0.2704
H 8.4264 -1.3061 -5.2453 -0.1 0.0 0.0 0.2192
H 7.5751 0.2921 -7.0136 -0.1 0.1 0.0 0.3423
H 6.3078 -0.5957 -6.1211 0.0 0.0 0.0 0.2641
H 6.2676 -0.5362 -7.8904 0.1 0.0 0.0 0.2589
C -2.2467 1.2524 8.8678 -0.1 0.0 0.0 -0.6525
O -1.8397 2.6066 8.9555 0.1 -0.2 0.0 -0.4072
C -0.7047 2.7857 9.7893 -0.1 0.3 -0.1 -0.4691
C 0.5641 2.8793 8.9672 0.3 -0.3 0.2 -0.4636
O 0.8288 1.6656 8.2767 -0.2 0.1 -0.1 -0.4132
C 0.3902 1.6973 6.9279 0.1 -0.1 0.0 -0.7475
H -2.8811 1.1444 7.9887 -0.1 0.1 0.0 0.1198
H -1.3932 0.5799 8.7583 0.0 0.0 0.0 0.3226
H -2.8171 0.9747 9.7605 0.0 -0.1 0.0 0.3839
H -0.6337 1.9826 10.5293 0.0 0.0 -0.1 0.3017
H -0.8461 3.7259 10.3318 0.0 0.0 0.0 0.3942
H 1.4099 3.0582 9.6383 0.0 0.0 0.0 0.3857
H 0.5102 3.7190 8.2676 -0.1 0.0 0.0 0.2984
H 1.1104 2.2468 6.3129 -0.1 0.0 -0.1 0.4031
H -0.5962 2.1562 6.8310 0.0 0.0 0.0 0.3258
H 0.3287 0.6699 6.5696 0.1 0.0 0.0 0.2171
C -0.9276 4.3747 0.2747 -0.1 -0.1 0.1 -0.6098
O -1.5328 4.9353 -0.8760 0.2 0.0 0.1 -0.1992
C -0.9704 6.1896 -1.2318 -0.3 -0.1 -0.3 -0.5581
C 0.0495 6.0515 -2.3448 0.3 0.2 0.2 -0.5411
O 1.1757 5.2883 -1.9404 -0.2 -0.1 0.0 -0.4134
C 1.1107 3.9319 -2.3620 0.1 0.0 0.0 -0.6902
H -1.1729 3.3125 0.3016 0.0 0.0 0.0 -0.0576
H 0.1589 4.4791 0.2599 0.0 0.0 0.0 0.4654
H -1.3276 4.8533 1.1758 0.1 0.0 0.1 0.3268
H -0.5311 6.6777 -0.3564 0.1 0.0 0.0 0.3634
H -1.7921 6.8200 -1.5867 0.0 0.0 0.0 0.3612
H 0.4163 7.0491 -2.6064 0.0 0.0 0.0 0.4038
H -0.4081 5.6186 -3.2398 -0.1 0.0 0.0 0.3051
H 1.3967 3.8523 -3.4156 0.0 -0.1 0.0 0.3935
H 0.1144 3.5073 -2.2235 0.0 0.0 0.0 0.2317
H 1.8150 3.3598 -1.7598 0.0 0.0 0.0 0.2628
C 12.0956 -0.5849 -1.2408 0.1 0.0 0.1 -0.6744
O 13.0896 -1.4267 -1.8015 -0.2 0.0 -0.1 -0.3825
C 12.5824 -2.6842 -2.2222 0.4 0.0 0.0 -0.5435
C 12.3126 -2.7180 -3.7131 -0.4 -0.1 0.0 -0.5196
O 11.2840 -1.8126 -4.0876 0.2 0.1 0.1 -0.1733
C 11.7859 -0.5891 -4.6020 -0.1 0.0 -0.1 -0.9460
H 12.4824 0.4335 -1.2398 0.1 0.0 0.0 0.2478
H 11.1688 -0.6051 -1.8177 0.0 0.0 0.0 0.2512
H 11.8877 -0.8844 -0.2082 -0.1 0.0 0.0 0.3227
H 11.6814 -2.9443 -1.6579 -0.1 0.0 -0.1 0.3144
H 13.3485 -3.4305 -1.9897 0.0 0.0 0.0 0.3818
H 11.9668 -3.7215 -3.9810 0.0 0.0 0.0 0.3611
H 13.2272 -2.5181 -4.2796 0.0 0.0 0.1 0.3603
H 12.0949 -0.7190 -5.6443 0.0 0.1 0.0 0.3143
H 12.6285 -0.2158 -4.0163 0.0 0.0 0.0 0.4577
H 10.9828 0.1462 -4.5592 0.0 -0.1 0.0 0.2416
```
Forces are in eV/Å.

Calculated values
Molecular weight: 1099.1 g mol⁻¹
Kohn-Sham gap: 9.19 eV
E_HOMO: -9.0 eV

=====

Number 1: energy -483340.829 eV. Number 2: energy -130370.484 eV.